*P*
An isolated molecule of C5H10N2O2. Source: OMol25; level of theory: the ωB97M-V functional and the def2-TZVPD basis.

Results
Total charge ... 0
Gap between HOMO and LUMO ... 9.777 eV

Structure (XYZ):
```
19
C5H10N2O2, DFT the ωB97M-V functional and the def2-TZVPD basis
N -1.459 -2.451 1.414
O -0.800 -0.389 0.749
C -0.730 -1.735 0.670
H 0.303 -2.969 -0.735
H -1.644 2.070 0.514
C -1.069 2.298 -0.419
H -1.300 -3.457 1.246
N 0.247 -2.051 -0.292
H -1.778 2.722 -1.142
H 1.868 -0.839 -1.066
H -0.263 3.042 -0.208
H 1.870 1.563 0.101
H 0.406 -0.943 -2.098
H 1.835 0.134 1.226
O -0.480 1.133 -1.046
C 0.158 0.258 -0.148
C 1.219 0.915 0.710
C 0.768 -0.881 -1.007
H 0.851 1.579 1.532
```

---

*Q*
An isolated molecule of C5H10N2O2. Source: OMol25; level of theory: the ωB97M-V functional and the def2-TZVPD basis.

Results
Total charge ... 0
Gap between HOMO and LUMO ... 8.789 eV

Structure (XYZ):
```
19
C5H10N2O2, DFT the ωB97M-V functional and the def2-TZVPD basis
H -2.805 -0.859 0.947
C -1.582 0.345 -1.080
C -0.969 -0.040 0.212
H -1.516 -0.627 2.253
H -2.458 0.751 1.603
O -1.576 1.686 -1.327
N 1.090 -0.505 1.419
C -1.958 -0.219 1.328
H -1.081 2.049 -0.563
H 2.747 -1.228 -0.352
O -2.090 -0.464 -1.856
C 0.393 -0.187 0.248
H 3.194 -0.086 -1.524
H 1.123 0.959 -1.455
H 0.608 -0.148 2.238
C 1.217 -0.059 -1.009
H 0.948 -0.823 -1.766
N 2.652 -0.270 -0.685
H 2.065 -0.274 1.370
```

---

*R*
An isolated molecule of C5H10N2O2. Source: OMol25; level of theory: the ωB97M-V functional and the def2-TZVPD basis.

Results
Total charge ... 0
Gap between HOMO and LUMO ... 9.621 eV

Structure (XYZ):
```
19
C5H10N2O2, DFT the ωB97M-V functional and the def2-TZVPD basis
H 0.396 2.986 -1.234
C -2.266 -0.861 -0.687
H 3.243 -2.003 -0.124
N -1.025 -1.408 -0.065
O 1.190 -1.737 -0.078
C -1.961 -0.822 0.790
O -0.303 1.352 0.007
C 2.495 -1.198 0.028
C 0.199 -0.827 0.019
H 2.661 -0.570 -0.891
H -2.494 -1.502 1.452
H -0.604 3.133 0.572
C 0.331 2.535 -0.034
H 2.660 -0.583 0.933
H 1.455 2.428 0.459
H -2.010 0.132 -1.298
H -1.732 0.219 1.238
H -2.858 -1.645 -1.139
N 0.622 0.372 0.052
```

---

*S*
A cluster of 2 separate species, C5H10N2O2 in total. Source: OMol25; level of theory: the ωB97M-V functional and the def2-TZVPD basis.

Results
Total charge ... 0
Gap between HOMO and LUMO ... 9.253 eV

Structure (XYZ):
```
19
C5H10N2O2, DFT the ωB97M-V functional and the def2-TZVPD basis
H -2.503 2.035 -0.137
C 2.029 -0.191 0.385
N -2.590 1.048 -0.315
H 2.374 1.866 -0.179
C -2.547 -1.050 0.896
H -3.336 -1.499 0.313
H -2.071 -1.667 1.638
H -1.232 0.527 1.293
H 3.717 0.765 -0.554
H 2.246 0.750 -1.545
H 2.160 -1.639 -0.912
H 2.380 -0.069 1.413
H -3.438 0.761 -0.778
O -0.551 -0.772 -1.543
C -2.103 0.186 0.648
C -0.156 -0.384 -0.513
O 2.403 -1.491 0.011
C 2.634 0.871 -0.533
N 0.585 -0.045 0.413
```

---

Quick one: most stable of them? *Q*

---

*P*
An isolated molecule of C3H5NO2. Source: OMol25; level of theory: the ωB97M-V functional and the def2-TZVPD basis.

Results
Total charge ... 0
Gap between HOMO and LUMO ... 10.828 eV

Structure (XYZ):
```
11
C3H5NO2, DFT the ωB97M-V functional and the def2-TZVPD basis
O 1.341 -1.878 -0.658
C -0.611 -0.124 -0.167
C 1.678 -0.868 -0.065
H 0.920 0.993 0.729
C -1.489 1.057 0.167
H -0.672 -0.311 -1.250
H -1.044 -1.021 0.303
H -2.555 0.959 -0.133
N 0.761 0.105 0.260
O -1.086 2.052 0.723
H 2.756 -0.975 0.087
```

---

*Q*
An isolated molecule of C3H5NO2. Source: OMol25; level of theory: the ωB97M-V functional and the def2-TZVPD basis.

Results
Total charge ... 0
Gap between HOMO and LUMO ... 10.183 eV

Structure (XYZ):
```
11
C3H5NO2, DFT the ωB97M-V functional and the def2-TZVPD basis
N -2.108 0.465 -0.898
O -1.263 1.670 -0.711
H -0.529 -0.207 1.691
O 1.849 -0.323 1.009
C -1.504 -0.310 -0.130
C -0.451 -0.452 0.638
H 0.989 -0.213 -0.894
C 0.901 -0.758 0.059
H 2.730 -0.444 0.636
H 0.992 -1.831 -0.159
H -1.605 2.401 -1.241
```

---

*R*
An isolated molecule of C3H5NO2. Source: OMol25; level of theory: the ωB97M-V functional and the def2-TZVPD basis.

Results
Total charge ... 0
Gap between HOMO and LUMO ... 10.266 eV

Structure (XYZ):
```
11
C3H5NO2, DFT the ωB97M-V functional and the def2-TZVPD basis
H 1.872 0.515 0.706
H -1.608 -1.568 -0.242
H 0.254 -0.325 -1.535
O -1.715 0.572 -0.298
C -0.436 0.990 0.076
H -1.497 -0.644 1.309
O -0.139 1.745 0.963
H 2.440 -0.260 -0.692
C -1.249 -0.664 0.232
N 1.686 -0.160 -0.022
C 0.373 -0.088 -0.472
```

---

*S*
An isolated molecule of C3H5NO2. Source: OMol25; level of theory: the ωB97M-V functional and the def2-TZVPD basis.

Results
Total charge ... 0
Gap between HOMO and LUMO ... 8.885 eV

Structure (XYZ):
```
11
C3H5NO2, DFT the ωB97M-V functional and the def2-TZVPD basis
N -1.002 -0.121 0.218
C -0.944 0.898 -0.593
O 0.632 0.082 1.920
H 2.225 0.072 -0.351
C 1.152 -0.120 -0.494
H 0.616 -1.562 0.646
O 0.183 1.173 -1.148
C 0.438 -0.447 0.798
H 0.931 -0.834 -1.288
H -1.844 1.488 -0.798
H -1.768 -0.194 0.870
```

---

Quick one: most stable of them? *P*

---

*P*
An isolated molecule of C3H5NO2. Source: OMol25; level of theory: the ωB97M-V functional and the def2-TZVPD basis.

Results
Total charge ... 0
Gap between HOMO and LUMO ... 11.026 eV

Structure (XYZ):
```
11
C3H5NO2, DFT the ωB97M-V functional and the def2-TZVPD basis
H 1.572 1.411 0.818
C -0.087 -1.420 -1.250
H 1.084 -0.038 1.740
C 0.725 0.850 1.219
N -1.296 0.965 -0.143
O -1.282 -1.512 -0.964
H 0.189 1.507 1.909
H 0.475 -2.188 -1.801
O 0.660 -0.403 -0.869
H -1.873 0.374 -0.753
C -0.167 0.454 0.093
```

---

*Q*
An isolated molecule of C3H5NO2. Source: OMol25; level of theory: the ωB97M-V functional and the def2-TZVPD basis.

Results
Total charge ... 0
Gap between HOMO and LUMO (alpha / beta) ... 7.681 / 7.680 eV

Structure (XYZ):
```
11
C3H5NO2, DFT the ωB97M-V functional and the def2-TZVPD basis
H -2.072 -0.231 -0.105
H 2.392 -0.742 0.628
H 2.686 0.418 -0.455
H -2.122 1.266 -0.899
C 0.593 -0.061 0.035
C 0.056 -1.281 -0.072
O 0.199 -2.462 -0.018
N 1.971 0.017 0.133
O -0.124 1.087 0.019
C -1.582 0.780 -0.081
H -1.998 1.208 0.816
```

---

*R*
An isolated molecule of C3H5NO2. Source: OMol25; level of theory: the ωB97M-V functional and the def2-TZVPD basis.

Results
Total charge ... 0
Gap between HOMO and LUMO ... 11.363 eV

Structure (XYZ):
```
11
C3H5NO2, DFT the ωB97M-V functional and the def2-TZVPD basis
C 0.326 0.167 0.140
H 0.907 -1.705 -0.709
H 0.752 -1.723 1.051
H 1.739 1.358 -0.181
H -2.805 0.861 0.451
O -1.016 -0.042 0.401
O -1.916 1.087 -1.366
N 0.731 1.344 -0.045
C -1.964 0.709 -0.236
H 2.160 -0.934 0.294
C 1.088 -1.123 0.201
```

---

*S*
An isolated molecule of C3H5NO2. Source: OMol25; level of theory: the ωB97M-V functional and the def2-TZVPD basis.

Results
Total charge ... 0
Gap between HOMO and LUMO ... 8.617 eV

Structure (XYZ):
```
11
C3H5NO2, DFT the ωB97M-V functional and the def2-TZVPD basis
O -0.184 0.971 0.349
C -1.551 0.752 0.069
H -1.988 -0.007 0.738
H -2.060 1.705 0.218
H -1.695 0.425 -0.973
C 0.151 -1.277 -0.372
H 2.428 0.658 -0.328
N 1.969 0.075 0.362
O -0.152 -2.385 -0.643
C 0.601 -0.125 0.110
H 2.481 -0.792 0.470
```

---

Quick one: most stable of them? *R*

---

*P*
An isolated molecule of C3H5NO2. Source: OMol25; level of theory: the ωB97M-V functional and the def2-TZVPD basis.

Results
Total charge ... 0
Gap between HOMO and LUMO ... 9.669 eV

Structure (XYZ):
```
11
C3H5NO2, DFT the ωB97M-V functional and the def2-TZVPD basis
H 0.920 -0.860 -1.311
O -1.658 1.273 0.107
H -2.363 -0.130 -1.202
H 2.438 0.161 0.793
H 0.065 -0.160 1.786
C 0.316 -0.272 0.734
O 1.787 -0.492 -1.040
H -0.815 1.317 0.591
N -0.653 -0.766 -0.213
C 1.557 -0.153 0.241
C -1.580 0.070 -0.471
```

---

*Q*
An isolated molecule of C3H5NO2. Source: OMol25; level of theory: the ωB97M-V functional and the def2-TZVPD basis.

Results
Total charge ... 0
Gap between HOMO and LUMO ... 8.710 eV

Structure (XYZ):
```
11
C3H5NO2, DFT the ωB97M-V functional and the def2-TZVPD basis
H -0.303 -1.499 -1.660
H -2.022 -0.837 -1.518
O 0.592 0.776 1.812
C -0.999 -0.826 -1.182
C 0.880 1.117 -0.577
O 1.824 0.967 -1.214
H 1.512 1.073 1.737
N 0.452 -0.390 1.014
H -0.001 -1.107 1.582
C -0.602 0.029 -0.218
H -1.332 0.698 0.223
```

---

*R*
A structure of composition C3H5NO2. Source: OMol25; level of theory: the ωB97M-V functional and the def2-TZVPD basis.

Results
Total charge ... 0
Gap between HOMO and LUMO ... 10.306 eV

Structure (XYZ):
```
11
C3H5NO2, DFT the ωB97M-V functional and the def2-TZVPD basis
C -0.348 -0.228 0.207
O 1.140 -1.469 -1.372
H -0.675 -1.384 1.949
H -1.401 -0.040 0.098
O 0.285 0.642 -1.651
C 0.419 -0.575 -1.042
C -0.108 1.308 -0.448
H 0.691 1.867 0.028
H -0.962 1.974 -0.699
H 0.949 -1.231 1.513
N 0.011 -0.864 1.417
```

---

Quick one: most stable of them? *P*

---

*P*
An isolated molecule of C4H8O2S. Source: OMol25; level of theory: the ωB97M-V functional and the def2-TZVPD basis.

Results
Total charge ... 0
Gap between HOMO and LUMO ... 9.678 eV

Structure (XYZ):
```
15
C4H8O2S, DFT the ωB97M-V functional and the def2-TZVPD basis
C -0.357 -0.443 0.283
O -0.801 2.077 0.142
H -0.241 -1.945 -1.487
H -1.074 -1.735 1.688
O -0.007 -1.326 1.411
C -1.108 -1.198 -0.867
H 0.223 1.153 1.737
H -1.397 -0.602 -1.751
H 0.531 0.400 -1.287
C 0.869 0.337 -0.123
H 3.100 1.245 0.094
H -2.185 -1.627 -0.496
H -0.267 2.761 -0.080
S 2.804 -0.139 0.011
C -0.091 1.042 0.724
```

---

*Q*
An isolated molecule of C4H8O2S. Source: OMol25; level of theory: the ωB97M-V functional and the def2-TZVPD basis.

Results
Total charge ... 0
Gap between HOMO and LUMO ... 10.143 eV

Structure (XYZ):
```
15
C4H8O2S, DFT the ωB97M-V functional and the def2-TZVPD basis
H 1.409 0.215 1.395
H -1.609 1.232 -1.029
H -1.244 -0.951 -1.249
C -0.479 -0.512 0.751
H -0.287 -1.557 1.078
O 2.889 -0.570 -0.391
H -2.336 -1.249 0.123
C 0.832 0.179 0.492
S 0.701 2.043 -0.043
H 1.231 -0.782 -1.518
O -2.212 0.680 -0.523
H -0.937 0.050 1.629
C -1.604 -0.540 -0.283
C 1.696 -0.462 -0.542
H 1.950 2.221 0.110
```

---

*R*
An isolated molecule of C4H8O2S. Source: OMol25; level of theory: the ωB97M-V functional and the def2-TZVPD basis.

Results
Total charge ... 0
Gap between HOMO and LUMO ... 9.716 eV

Structure (XYZ):
```
15
C4H8O2S, DFT the ωB97M-V functional and the def2-TZVPD basis
C -0.678 -0.131 0.055
C 1.177 1.388 0.029
C -2.192 -0.132 -0.290
H -2.420 0.989 0.003
H 1.551 2.310 -0.451
H -2.809 -0.964 0.297
H -2.217 -0.171 -1.215
H 1.583 -1.566 1.023
H 1.113 1.576 1.039
C 1.421 -1.229 0.010
O -0.188 1.228 -0.410
H -0.695 -0.167 1.171
O 0.084 -1.066 -0.473
H 1.909 -2.123 -0.449
S 2.360 0.056 -0.339
```

---

Quick one: most stable of them? *Q*

---

*P*
A structure of composition C4H8ClN. Source: OMol25; level of theory: the ωB97M-V functional and the def2-TZVPD basis.

Results
Total charge ... 0
Gap between HOMO and LUMO ... 10.427 eV

Structure (XYZ):
```
14
C4H8ClN, DFT the ωB97M-V functional and the def2-TZVPD basis
C 0.459 0.126 0.488
H -1.841 -2.553 -0.077
H -0.446 -0.694 -1.375
H -1.479 1.060 0.738
C -0.752 0.956 0.019
H -0.444 2.076 -0.494
H 1.336 0.321 -1.352
C 1.768 0.532 -0.280
H -1.746 -1.052 1.119
C -0.579 -0.553 -0.361
Cl 3.067 -0.761 0.057
N -1.871 -1.274 -0.058
H 0.386 0.150 1.621
H 2.142 1.667 -0.045
```

---

*Q*
An isolated molecule of C4H8ClN. Source: OMol25; level of theory: the ωB97M-V functional and the def2-TZVPD basis.

Results
Total charge ... 0
Gap between HOMO and LUMO ... 10.380 eV

Structure (XYZ):
```
14
C4H8ClN, DFT the ωB97M-V functional and the def2-TZVPD basis
H 2.265 -0.484 0.888
C 2.052 -0.044 -0.090
H -1.692 1.149 -1.030
Cl -3.187 -0.445 -0.144
C -0.560 0.032 0.460
H -2.186 1.541 0.667
C 0.591 -0.207 -0.458
H 2.686 -0.467 -0.857
H 0.002 -1.884 0.695
H 2.164 1.032 -0.052
N -0.278 -1.261 -0.033
H 0.307 0.055 -1.561
H -0.282 0.215 1.540
C -1.881 0.768 -0.023
```

---

*R*
A cluster of 2 separate species, C4H8ClN in total. Source: OMol25; level of theory: the ωB97M-V functional and the def2-TZVPD basis.

Results
Total charge ... 0
Gap between HOMO and LUMO (alpha / beta) ... 7.663 / 8.315 eV

Structure (XYZ):
```
14
C4H8ClN, DFT the ωB97M-V functional and the def2-TZVPD basis
Cl 1.530 -2.548 -1.623
H -1.063 -2.937 0.255
C 0.378 -1.477 -0.776
C 0.060 2.351 1.747
C -0.352 -2.063 0.420
H -0.953 2.184 1.729
H 0.405 -2.426 1.051
H 2.310 1.141 -0.030
H -0.843 -1.164 0.940
H 0.467 2.316 2.802
H 0.541 3.236 1.246
N 0.495 1.143 1.081
H -0.199 -1.034 -1.545
C 1.456 0.729 0.494
```

---

Quick one: most stable of them? *Q*

---

*P*
A structure of composition C4H8ClN. Source: OMol25; level of theory: the ωB97M-V functional and the def2-TZVPD basis.

Results
Total charge ... 0
Gap between HOMO and LUMO ... 9.646 eV

Structure (XYZ):
```
14
C4H8ClN, DFT the ωB97M-V functional and the def2-TZVPD basis
H 1.475 1.899 0.265
C -0.787 0.698 0.006
Cl 1.088 -0.531 -1.560
H -0.154 -1.742 1.609
H 1.551 -1.585 1.133
C 0.453 1.127 0.530
C 0.568 -1.637 0.668
N -1.633 1.051 -1.304
H -1.281 2.294 -1.415
H -1.134 -0.140 -2.062
C 0.377 -0.189 -0.138
H 0.531 -2.684 -0.058
H -1.521 0.364 0.623
H 0.467 1.073 1.702
```

---

*Q*
A structure of composition C4H8ClN. Source: OMol25; level of theory: the ωB97M-V functional and the def2-TZVPD basis.

Results
Total charge ... 0
Gap between HOMO and LUMO ... 9.612 eV

Structure (XYZ):
```
14
C4H8ClN, DFT the ωB97M-V functional and the def2-TZVPD basis
H 0.345 1.030 1.787
Cl 2.465 -1.645 0.461
H 0.448 -1.231 1.894
H -1.266 -1.676 0.090
H -0.815 2.221 -0.887
C 0.771 -1.052 0.964
C -0.275 -0.959 -0.040
N -0.567 0.408 0.048
C 0.674 0.544 0.741
H 0.056 -1.281 -1.112
H -0.406 0.666 -2.157
H -2.179 0.921 -0.942
C -0.968 1.212 -1.104
H 1.716 0.843 0.257
```

---

Quick one: most stable of them? *Q*

---

*P*
An isolated molecule of C4H8ClN. Source: OMol25; level of theory: the ωB97M-V functional and the def2-TZVPD basis.

Results
Total charge ... 0
Gap between HOMO and LUMO ... 10.133 eV

Structure (XYZ):
```
14
C4H8ClN, DFT the ωB97M-V functional and the def2-TZVPD basis
H 1.793 -0.109 -0.420
C -0.701 -1.057 0.934
Cl 0.417 2.662 -0.881
C 0.313 0.077 1.229
H -0.793 -1.843 1.718
N 0.001 -1.312 -0.338
C 0.685 -0.005 -0.257
H 0.546 0.851 -2.329
H -1.662 -0.570 0.693
H -0.995 0.855 -1.334
H 1.135 -0.182 1.899
H -0.157 1.010 1.547
C 0.087 0.969 -1.349
H -0.670 -1.346 -1.110
```

---

*Q*
An isolated molecule of C4H8ClN. Source: OMol25; level of theory: the ωB97M-V functional and the def2-TZVPD basis.

Results
Total charge ... 0
Gap between HOMO and LUMO ... 9.943 eV

Structure (XYZ):
```
14
C4H8ClN, DFT the ωB97M-V functional and the def2-TZVPD basis
H -1.703 0.415 1.357
H -0.852 -1.336 -1.565
Cl -2.467 -1.598 0.250
H 1.515 1.166 -1.626
H -0.214 -2.866 -0.436
H 0.232 0.963 1.724
H 1.244 -0.919 0.832
H 0.425 2.563 -0.897
H 1.923 1.585 -0.029
C 1.054 1.518 -0.653
C 0.171 -0.684 0.446
C -0.495 0.253 1.229
C -0.768 -1.695 -0.410
N -0.064 0.633 -0.221
```

---

*R*
A cluster of 2 separate species, C4H8ClN in total. Source: OMol25; level of theory: the ωB97M-V functional and the def2-TZVPD basis.

Results
Total charge ... 0
Gap between HOMO and LUMO (alpha / beta) ... 8.413 / 8.634 eV

Structure (XYZ):
```
14
C4H8ClN, DFT the ωB97M-V functional and the def2-TZVPD basis
H -0.037 0.629 2.228
H 0.579 -1.982 -0.872
H -2.225 1.405 -0.553
C 1.489 -1.486 -0.620
N -0.228 1.002 0.155
Cl 2.980 0.491 0.380
C -0.649 0.282 1.367
H -1.445 -0.064 -1.330
C 1.600 -0.256 -0.134
H -0.953 1.612 -1.778
H 2.296 -2.183 -0.708
H -1.750 0.454 1.440
H -0.469 -0.881 1.347
C -1.189 0.977 -0.923
```

---

Quick one: most stable of them? *P*